1.
This record from OMol25 describes a molecular structure, C45H46N10O3RuSSe at a distorted geometry. The level of theory is ωB97M-V/def2-TZVPD.

Geometry as XYZ:
```
107
Properties=species:S:1:pos:R:3
C -1.925 2.294 2.617
H -8.358 3.686 -0.360
H -0.464 -4.141 1.695
C 4.429 -3.334 1.633
C 0.432 4.696 -2.339
H 3.517 -2.359 3.264
H 1.301 -4.417 3.442
C 3.472 -2.108 -7.895
C 5.020 -3.189 0.309
H -3.353 4.005 2.771
H 0.383 5.511 -3.048
H 4.659 -4.226 2.200
C -0.714 -4.090 2.754
H 3.234 -0.210 2.040
O 3.572 1.805 -2.239
C -0.506 -1.688 2.408
C -1.259 3.298 0.735
Se -1.972 -0.037 -0.796
C -0.419 3.510 -0.459
C -6.439 2.952 -0.916
C -7.594 2.349 1.140
C 1.838 -1.444 -6.266
H 5.546 1.214 -1.952
H -0.291 -3.368 6.474
H -2.819 1.669 2.612
H -0.910 -1.451 4.908
C 1.131 1.468 4.745
H 0.834 2.006 2.698
C -0.018 -3.361 5.421
H 2.033 -3.281 0.462
O -1.902 4.291 1.303
C -0.497 4.596 -1.312
C 4.562 0.768 -1.859
H -2.024 -2.840 4.850
H -1.714 4.355 3.365
N -4.207 1.757 -1.107
C 0.343 1.786 3.646
H 3.868 -0.750 -6.281
H 4.834 1.014 0.261
C 1.233 -2.958 -8.024
C 1.478 2.730 -1.487
C -1.005 -2.505 4.644
H 0.996 -2.953 5.317
N 1.819 0.010 -0.072
H 2.218 3.809 -3.176
H 2.012 0.265 -5.086
H -4.064 -0.011 1.466
Ru 0.154 0.832 0.551
H 2.151 -2.751 -1.217
C 4.914 -2.048 -0.383
H -2.697 1.763 5.130
C 1.447 3.752 -2.421
C 4.184 0.450 -0.409
N -0.747 -2.684 3.202
C 2.614 1.804 -1.385
H 1.156 1.049 6.849
H -4.420 1.874 -3.189
H 2.206 1.403 4.642
C -1.621 1.678 5.016
C 4.018 -0.976 0.067
H 2.793 -3.481 -9.397
N -0.280 -0.784 1.723
S 0.415 0.353 -2.921
C -1.038 1.885 3.769
H -6.397 3.491 -1.852
H 5.514 -1.889 -1.272
C -5.479 1.415 0.701
C 2.526 -2.909 -8.519
N 0.138 -2.053 -3.993
C -6.572 1.520 1.555
N -1.253 2.153 1.311
H 5.653 -3.983 -0.063
H -6.626 0.975 2.488
H -1.706 -4.517 2.911
C -7.528 3.054 -0.075
C 0.295 -4.825 3.615
H -0.553 -2.185 -3.277
C 0.542 1.267 5.986
H 0.746 -2.284 -0.253
N 1.532 -0.619 -5.133
C 3.130 -1.377 -6.769
H -2.751 1.940 -2.586
H -1.263 5.345 -1.165
C 2.517 -1.203 0.217
C -0.836 1.374 6.119
C -2.296 3.800 2.634
H -3.832 3.351 -2.401
H -1.301 1.228 7.085
H 0.295 -5.886 3.375
N -4.305 0.670 0.764
H -0.152 -2.225 -6.569
H 0.332 -2.799 -4.641
H 4.477 -2.044 -8.290
C 0.712 -0.854 -4.106
C 1.821 -2.459 -0.220
C -3.560 0.874 -0.336
N 0.526 2.559 -0.565
O -0.051 -4.703 4.980
C 0.879 -2.225 -6.898
C 3.762 -2.326 2.211
H -8.472 2.455 1.761
C 3.417 -1.114 1.465
H 4.464 -0.058 -2.562
C -3.773 2.264 -2.406
N 2.806 0.997 -0.335
C -5.413 2.112 -0.497
H 0.481 -3.548 -8.530
```

Computed properties:
LUMO level (spin up / spin down) = -8.8 / -9.0 eV
Largest force on an atom = 1.592 eV/A
ΔE to the lowest compared entry with this formula, charge and spin = 4.7244 eV
Molar mass = 987.03 g/mol
2S+1 = 2
Total charge = +3

---

2.
This record from OMol25 describes a molecular structure, C45H47N2O6P4ReS2 at a distorted geometry. The level of theory is ωB97M-V/def2-TZVPD.

Geometry as XYZ:
```
107
Properties=species:S:1:pos:R:3
H 2.373 -1.879 2.952
C -2.230 -1.334 -4.782
C -1.388 -1.661 -3.765
C -2.941 -5.246 -0.328
C 1.099 6.146 -2.373
H -4.126 0.526 3.786
C -3.985 1.485 1.258
O -1.609 4.403 3.507
S -0.883 3.496 2.654
H 3.350 -3.173 -0.917
H 2.318 -1.571 -4.463
H -1.083 6.701 -0.931
Re -1.252 0.578 1.342
C 0.641 1.135 -5.619
H 2.483 1.854 2.891
H 1.438 -2.625 -0.501
H 1.535 3.046 1.188
H -4.006 -5.505 -0.296
C 3.742 -1.262 -1.882
H -3.231 -0.542 -1.132
C 5.440 -2.886 -1.420
C -1.692 2.061 -1.208
P -0.748 -1.975 -1.021
C -1.007 5.341 0.661
H 1.171 -2.746 -2.262
C 6.008 -0.826 -2.567
H 0.199 1.576 -6.510
C -2.496 -3.975 -0.747
H -3.804 3.047 2.686
H -4.060 -0.331 -5.312
H -1.898 5.788 1.149
H 4.429 0.578 -2.863
C 0.242 -0.819 6.934
H 7.446 -2.370 -2.125
H 2.668 1.120 1.278
N -0.946 1.628 -0.402
C -0.300 4.259 1.222
C -2.562 -2.032 3.126
H -0.212 2.666 -4.355
C 1.041 -2.084 -1.378
H 1.408 -0.570 -6.621
C 0.628 5.372 -1.128
H -2.857 -2.509 4.057
H 2.302 -0.441 7.252
C 2.530 0.914 2.348
C 1.373 4.405 -0.466
O 1.969 0.341 -0.561
O 0.241 2.709 3.144
H -2.347 -7.230 0.263
H 0.886 -4.522 -0.291
C -1.122 -3.710 -0.744
H 0.749 1.694 -2.256
H 3.362 0.325 2.806
O -1.027 -1.282 0.335
C -3.252 0.428 4.422
P -1.909 -0.406 3.521
H -2.918 1.368 4.813
H 1.619 5.447 -3.050
C 4.153 -2.463 -1.306
P 0.983 0.012 2.468
C 1.830 -0.612 -4.499
C -2.029 -6.201 0.066
H -1.816 -1.276 6.327
C 4.688 -0.390 -2.451
H 0.038 -6.716 0.326
C -3.273 2.690 1.808
C -0.209 -4.697 -0.280
C -0.654 -5.931 0.102
C 1.322 -0.065 -5.688
H 5.734 -3.856 -1.007
C -1.756 -1.410 -2.409
H 0.974 -2.470 2.028
C -3.727 -0.304 -3.186
H -3.385 -1.875 2.432
H -0.450 -2.195 -4.031
H 1.774 6.889 -2.088
C 0.895 1.246 -3.208
H -1.953 -1.489 -5.781
C 0.743 -0.163 4.289
H -1.795 -2.611 2.603
C -0.516 5.867 -0.507
C -0.567 -0.534 4.705
H -3.152 -3.177 -1.062
H 2.778 0.168 4.870
H 2.298 4.031 -0.926
C 0.927 3.830 0.712
C 1.505 -0.462 6.513
P 2.099 -0.601 -1.677
C -2.924 -0.724 -2.144
H 0.106 -1.072 7.994
C 1.612 0.071 -3.265
H -3.409 3.441 0.993
H -3.530 -0.180 5.304
C -0.789 -0.965 6.014
H 0.314 6.642 -2.923
C 0.396 1.787 -4.385
C 1.707 -1.684 2.083
H -4.621 0.299 -2.936
O -5.179 1.424 1.266
H 2.299 -1.644 1.158
S -2.622 2.648 -2.318
H 6.712 -0.182 -3.076
C -3.410 -0.615 -4.486
O -3.184 0.452 0.926
C 6.400 -2.065 -2.029
N -1.902 2.315 2.143
C 1.764 -0.102 5.219
```

Computed properties:
LUMO level (spin up / spin down) = -2.1 / -3.4 eV
Largest force on an atom = 2.622 eV/A
ΔE to the lowest compared entry with this formula, charge and spin = 0.0000 eV
Molar mass = 1086.12 g/mol
2S+1 = 4
Total charge = +1